Record 1
DFT (the ωB97M-V functional and the def2-TZVPD basis) results for a structure of composition C6H13N3.

Structure (XYZ):
```
22
Properties=species:S:1:pos:R:3:lowdin_charge:R:1
C 1.572 1.801 -0.315 -0.0753
C -0.160 0.252 0.368 -0.4102
C 0.835 -0.662 1.038 -0.1733
C -0.120 -1.493 -0.924 -0.2615
C -1.160 -0.758 -0.120 -0.2881
C -1.573 1.044 0.601 -0.1595
H 2.330 1.769 -1.189 0.0962
H 1.214 2.885 -0.166 0.0944
H 2.065 1.241 0.515 0.0480
H 1.103 0.090 -1.268 0.0977
H 0.591 -1.303 2.047 0.1595
H 1.798 -0.198 1.286 0.0774
H 0.973 -2.673 0.409 0.1568
H -0.029 -0.901 -1.835 0.1120
H -0.335 -2.543 -1.273 0.1319
H -1.720 -1.406 0.743 0.1941
H -3.154 0.339 -0.681 0.1809
H -2.060 0.782 1.465 0.0594
H -1.600 2.250 0.643 0.1460
N 0.506 0.801 -0.786 -0.0760
N 0.950 -1.670 -0.014 -0.0727
N -2.028 0.355 -0.543 -0.0375
```

Its HOMO energy is -8.1 eV. As for the charge: 0. Its LUMO energy is 0.954 eV. For the gap between HOMO and LUMO, the calculation gives 0.33300 Eh.

=====

Record 2
DFT (the ωB97M-V functional and the def2-TZVPD basis) results for a cluster of 4 separate species, C6H13N3 in total.

Structure (XYZ):
```
22
Properties=species:S:1:pos:R:3:lowdin_charge:R:1
C 2.005 2.664 -1.272 -0.1644
C 1.445 -0.573 0.527 -0.0310
C 1.267 0.629 -0.360 -0.5050
N 0.050 0.682 -1.022 0.1275
N 2.186 1.507 -0.420 -0.0071
H -0.060 1.338 -1.778 0.0803
H -0.565 -0.124 -0.967 0.0717
H 2.867 3.320 -1.149 0.0631
H 1.942 2.392 -2.335 0.0741
H 1.102 3.240 -1.020 0.0700
H 2.389 -0.486 1.059 0.0755
H 0.621 -0.652 1.239 0.0655
H 1.450 -1.485 -0.073 0.0774
C -2.047 -2.839 0.165 -0.0689
N -2.150 0.788 1.325 0.1000
C -2.266 -0.357 0.715 -0.1528
C -2.216 -1.637 0.626 -0.2062
H -1.559 1.487 0.884 0.0952
H -2.716 1.024 2.131 0.1122
H -0.428 -3.821 1.140 0.1048
H -0.611 -3.410 0.424 -0.0050
H -2.706 -3.686 0.161 0.0233
```

Its HOMO energy is -7.6 eV. As for the charge: 0. Its LUMO energy is -0.381 eV. For the gap between HOMO and LUMO, the calculation gives 0.26425 Eh.

=====

Record 3
DFT (the ωB97M-V functional and the def2-TZVPD basis) results for a cluster of 2 separate species, C6H13N3 in total.

Structure (XYZ):
```
22
Properties=species:S:1:pos:R:3:lowdin_charge:R:1
C -1.056 0.503 1.678 -0.1172
C -1.045 -1.839 -1.154 -0.1525
C 1.599 -1.626 -0.115 -0.0489
N -0.765 1.220 0.456 -0.1703
C 1.281 0.817 -0.368 -0.0700
C 0.814 -0.443 -0.659 -0.4239
N -1.642 2.191 0.225 0.0363
C 2.097 1.830 -0.456 -0.0083
N -0.420 -0.534 -1.153 0.0043
H -1.552 2.625 -0.682 0.0975
H -2.563 2.174 0.660 0.0938
H -0.764 1.098 2.552 0.0810
H -2.121 0.252 1.786 0.0771
H -0.490 -0.427 1.682 0.0623
H -2.056 -1.741 -1.551 0.0650
H -0.509 -2.550 -1.798 0.0780
H -1.108 -2.301 -0.157 0.0726
H 2.561 -1.305 0.282 0.0754
H 1.773 -2.359 -0.907 0.0753
H 1.060 -2.140 0.686 0.0673
H 2.071 2.657 0.248 0.0490
H 2.836 1.899 -1.253 0.0562
```

Its HOMO energy (alpha / beta) is -7.0 / -6.9 eV. As for the charge: 0. Its LUMO energy (alpha / beta) is 0.286 / 0.951 eV. For the gap between HOMO and LUMO (alpha / beta), the calculation gives 0.26877 / 0.28991 Eh.

=====

Record 4
DFT (the ωB97M-V functional and the def2-TZVPD basis) results for the ion C6H13N3 with charge +2.

Structure (XYZ):
```
22
Properties=species:S:1:pos:R:3:lowdin_charge:R:1
C -1.541 -0.342 1.424 0.1039
C -0.064 1.112 -0.001 -0.1652
C 1.099 0.276 -0.595 -0.1071
C -1.125 -0.939 -1.026 -0.0749
C -0.266 0.308 -1.153 -0.1653
C 1.905 -0.631 0.142 -0.0243
N 3.122 -0.556 0.409 0.2919
N -2.064 -0.829 0.077 -0.0186
N -0.177 2.400 0.397 0.1424
H -2.269 0.161 1.988 0.0708
H 1.822 0.783 -1.210 0.1666
H -1.047 -1.026 2.025 0.0471
H -1.625 -1.054 -1.978 0.1499
H -0.512 -1.824 -0.815 0.1480
H -0.433 0.789 -2.079 0.1666
H 1.428 -1.513 0.625 0.1779
H 3.617 -1.382 0.507 0.1512
H 3.557 0.323 0.316 0.1593
H -2.594 -1.730 0.385 0.2321
H -2.903 -0.210 -0.071 0.2057
H 0.792 2.764 0.765 0.1842
H -0.720 3.120 -0.134 0.1577
```

Its HOMO energy (alpha / beta) is -15.9 / -16.3 eV. As for the charge: +2. Its LUMO energy (alpha / beta) is -8.618 / -8.568 eV. For the gap between HOMO and LUMO (alpha / beta), the calculation gives 0.26850 / 0.28585 Eh.

=====

Record 5
DFT (the ωB97M-V functional and the def2-TZVPD basis) results for the molecule C6H13N3O.

Structure (XYZ):
```
23
Properties=species:S:1:pos:R:3:lowdin_charge:R:1
C 2.366 -0.011 0.941 0.0816
C 1.337 -0.289 0.149 -0.2424
C 0.682 0.758 -0.699 -0.0953
C -0.864 0.864 -0.605 -0.6408
C -1.367 0.444 0.795 -0.0316
N -1.191 2.270 -0.869 0.0612
N -1.452 0.082 -1.674 0.0757
C 0.851 -1.693 -0.015 -0.5228
N 0.925 -2.468 1.095 0.1730
O 0.400 -2.130 -1.057 0.0547
H 2.724 1.009 1.045 0.0749
H 2.899 -0.756 1.503 0.0608
H 0.908 0.553 -1.748 0.1313
H 1.095 1.736 -0.453 0.1127
H -2.419 0.715 0.913 0.0800
H -0.787 0.946 1.569 0.0820
H -1.276 -0.633 0.934 0.0696
H -1.451 2.754 -0.013 0.0690
H -1.956 2.331 -1.527 0.0660
H -2.438 -0.093 -1.488 0.0811
H -0.979 -0.811 -1.765 0.0489
H 1.313 -2.136 1.959 0.0942
H 0.679 -3.442 1.012 0.1160
```

Its HOMO energy is -8.8 eV. As for the charge: 0. Its LUMO energy is 0.709 eV. For the gap between HOMO and LUMO, the calculation gives 0.35032 Eh. As for the SMILES: C=C(CC(C)(N)N)C(N)=O.

=====

Record 6
DFT (the ωB97M-V functional and the def2-TZVPD basis) results for the molecule C6H13N3O3S.

Structure (XYZ):
```
26
Properties=species:S:1:pos:R:3:lowdin_charge:R:1
C 1.283 0.613 0.743 -0.1335
C 1.744 1.595 -0.083 -0.3691
C 1.976 3.029 0.153 -0.0301
C -3.255 -0.479 0.472 -0.2261
C -2.167 -1.539 0.406 -0.1061
C -0.017 -1.793 1.247 -0.1379
N 2.304 1.302 -1.304 -0.0847
N 2.049 0.105 -1.976 -0.2010
N 1.156 -0.760 0.298 -0.2667
O 1.035 -2.208 -1.731 -0.4793
O -3.795 -0.359 -0.813 -0.0513
O -1.150 -1.181 1.370 -0.1102
S 0.699 -0.836 -1.319 0.8906
H 1.099 0.691 1.755 0.0805
H 1.381 3.266 1.027 0.0907
H 1.685 3.613 -0.650 0.0634
H 2.989 2.970 0.377 0.0732
H -2.955 0.478 0.647 0.0993
H -3.993 -0.646 1.220 0.1180
H -1.578 -1.476 -0.478 0.0683
H -2.345 -2.596 0.617 0.1432
H 0.698 -1.753 2.167 0.1632
H 0.066 -2.558 0.577 0.0644
H 2.497 2.010 -1.993 0.1283
H 2.966 -0.317 -1.944 0.0935
H -4.371 -1.172 -0.788 0.1194
```

Its HOMO energy is -7.1 eV. As for the charge: 0. Its LUMO energy is 0.645 eV. For the gap between HOMO and LUMO, the calculation gives 0.28604 Eh.

=====

Record 7
DFT (the ωB97M-V functional and the def2-TZVPD basis) results for the molecule C6H13N3O3S.

Structure (XYZ):
```
26
Properties=species:S:1:pos:R:3:lowdin_charge:R:1
C 2.212 -1.160 -2.290 -0.0812
N 1.114 -0.863 -1.428 -0.0115
N 1.373 -0.805 -0.210 0.0439
C 0.448 -0.361 0.699 -0.3619
N 1.066 0.728 1.348 0.0593
C 2.282 1.025 1.397 -0.1641
S 2.572 2.540 2.273 0.5991
O 3.820 2.578 2.956 -0.2608
O 2.044 3.589 1.458 -0.2860
O 1.450 2.344 3.408 -0.2034
C -0.948 0.169 0.151 -0.3908
C -1.938 -0.937 0.360 -0.0798
C -1.486 1.493 0.718 -0.0751
H 2.194 -2.167 -2.596 0.0706
H 3.123 -0.902 -1.763 0.0785
H 1.945 -0.502 -3.075 0.0704
H 0.144 -1.087 1.420 0.1532
H 3.089 0.498 0.943 0.0991
H 0.645 2.912 3.098 0.1403
H -0.766 0.348 -0.933 0.1207
H -2.797 -0.684 -0.231 0.0879
H -2.117 -0.929 1.354 0.0369
H -1.421 -1.874 0.128 0.0908
H -2.221 2.171 0.082 0.1206
H -0.602 2.128 0.871 0.0417
H -1.866 1.122 1.741 0.1017
```

Its HOMO energy is -9.3 eV. As for the charge: 0. Its LUMO energy is 0.226 eV. For the gap between HOMO and LUMO, the calculation gives 0.35006 Eh. As for the SMILES: C/N=N/[C@@H](/N=C/S(=O)(=O)O)C(C)C.

=====

Record 8
DFT (the ωB97M-V functional and the def2-TZVPD basis) results for a structure of composition C6H13N3SSi.

Structure (XYZ):
```
24
Properties=species:S:1:pos:R:3:lowdin_charge:R:1
C -3.790 0.456 -0.287 -0.3420
C -1.639 0.382 0.003 -0.5735
C 0.064 2.227 -0.362 -0.1360
C 0.438 -1.921 -1.111 -0.1861
C 1.133 -1.062 1.908 -0.1945
C 2.666 0.279 -0.401 -0.1733
N -2.595 1.011 -0.601 0.0411
N -3.751 -0.501 0.567 -0.3323
N -0.115 0.825 -0.026 -0.1933
Si 1.049 -0.562 0.063 0.4929
S -2.243 -0.890 0.972 1.0211
H -4.715 0.970 -0.710 0.1369
H -0.180 2.867 0.492 0.0828
H 1.072 2.406 -0.621 0.0306
H -0.634 2.473 -1.206 0.0904
H 1.281 -2.310 -1.731 0.0343
H -0.148 -2.746 -0.625 0.0342
H -0.317 -1.526 -1.816 0.0309
H 1.941 -1.844 2.241 0.0737
H 1.067 -0.235 2.633 0.0380
H 0.256 -1.518 2.197 -0.0641
H 3.526 0.270 0.341 0.0545
H 3.136 -0.358 -1.186 0.0303
H 2.498 1.309 -0.736 0.0033
```

Its HOMO energy is -8.6 eV. As for the charge: 0. Its LUMO energy is 0.715 eV. For the gap between HOMO and LUMO, the calculation gives 0.34236 Eh.

=====

| no. | F_max (eV Å⁻¹) |
| --- | --- |
| 1 | 5.84 |
| 2 | 2.69 |
| 3 | 1.08 |
| 4 | 5.69 |
| 5 | 0.54 |
| 6 | 6.61 |
| 7 | 5.02 |
| 8 | 4.90 |